1.
# C10H23BF7NO5V

A structure of composition C10H23BF7NO5V at a distorted geometry (wB97M-V/def2-TZVPD, OMol25).

Results
- relative energy (zero: lowest compared OMol25 entry of this formula, charge and spin) (kcal/mol) = 0.00
- LUMO energy (spin up / spin down) (Eh) = 0.0062 / 0.0060
- E (eV) = -67864.6984
- strongest force on any atom (eV/Å) = 2.1
- highest occupied orbital energy (spin up / spin down) (eV) = -7.48 / -8.96

```
! RIJCOSX wB97M-V def2-TZVPD def2/J DEFGRID3
* xyz 0 4
C 1.5180 2.3193 -1.7895
H -1.7827 2.1307 3.0407
O 0.5285 1.2799 -1.8267
O 0.4166 3.1648 0.1088
C 1.9788 -2.3161 -2.5164
H 2.7314 -2.5136 -3.2850
C -1.6858 -0.9465 1.8632
H 3.1231 -0.6051 -1.8283
H -0.6919 -1.2229 2.2277
O -1.7816 0.4665 1.8017
O 1.6392 -1.1960 -0.4717
H 1.1835 -1.7594 -3.0208
H 1.0859 3.5520 0.6812
F 3.0472 -2.7648 1.2462
H 0.0924 3.9520 -1.8491
H -1.8093 -1.0563 -1.3865
C -1.9408 -3.0224 0.3707
F -2.0612 1.7961 -1.1936
H 1.5973 4.3671 -1.1485
H -0.9140 0.7271 3.7078
F -4.1556 2.4879 -0.6546
C 0.8724 3.5500 -1.2016
H -2.4099 -3.5566 1.2045
F 0.9420 -2.5137 1.7679
H -2.3731 -1.3995 2.5893
F -2.4710 4.0081 -1.1441
F -2.3445 2.7339 0.8015
H 3.0478 -0.2733 0.6143
C 2.0279 -0.6503 0.8061
H -3.0590 -1.1420 0.3141
F 2.5496 -1.5929 2.9744
V -0.5767 1.1503 0.1269
C -2.0515 -1.5212 0.4977
N -1.2025 -0.8846 -0.5892
H 1.5539 -3.2430 -2.1392
H -2.6927 0.7530 3.5918
H 0.7451 0.7248 -2.5767
B -2.8106 2.7978 -0.5151
H -0.9101 -3.3598 0.2863
H 3.3917 -2.1202 -0.9172
C -1.7600 1.0464 3.0959
O 1.2319 0.3462 1.2010
H -0.3333 -1.4030 -0.7109
C 2.6495 -1.5100 -1.4349
H 1.9027 2.5263 -2.7935
H 2.3375 1.9492 -1.1638
C 2.1314 -1.8768 1.7300
H -2.5075 -3.3795 -0.4928
*
```

***

2.
# C6H11N2O2S2

The ion C6H11N2O2S2 with charge +1 at a distorted geometry (wB97M-V/def2-TZVPD, OMol25).

Results
- relative energy (zero: lowest compared OMol25 entry of this formula, charge and spin) (kcal/mol) = 32.11
- LUMO energy (Eh) = -0.1515
- E (eV) = -35137.5615
- strongest force on any atom (eV/Å) = 2.8
- highest occupied orbital energy (eV) = -12.92

```
! RIJCOSX wB97M-V def2-TZVPD def2/J DEFGRID3
* xyz 1 1
O 1.1135 0.1002 0.8022
H -3.4759 -1.1485 -0.1720
H -3.7021 -0.4007 -1.7676
H 2.0161 -2.6654 0.6424
C -0.9610 0.2018 -0.1121
C 1.7401 -0.8672 -1.3229
H 2.1870 1.9100 0.7080
S -2.3166 1.0951 -0.2456
H 1.2514 2.4202 2.2564
N 1.1098 -2.3145 0.6693
C 0.9408 -1.0890 0.0103
H 1.5610 3.7457 0.9994
S 1.4511 0.9866 -1.6799
N -0.5739 -1.0525 -0.2076
H -1.0983 -1.9261 -0.0799
C -3.7143 -0.1199 -0.6685
O 0.2015 2.1756 0.5744
C 1.4451 2.5879 1.2022
H 1.6356 -1.5328 -2.1553
H 2.7183 -1.0025 -0.8721
H -4.6812 0.3149 -0.2412
H 0.7328 -2.3864 1.6296
C 0.4193 0.9674 0.0305
*
```

***

3.
# C24H36N3O

The ion C24H36N3O with charge +1 at a distorted geometry (wB97M-V/def2-TZVPD, OMol25).

Results
- relative energy (zero: lowest compared OMol25 entry of this formula, charge and spin) (kcal/mol) = 0.00
- SMILES string = CC(C)[C@@H]1CCC[N@H+]1[C@H](/C=C(\[O-])c1n(C)cc[n+]1C(C)(C)C)c1ccccc1
- LUMO energy (Eh) = -0.0745
- E (eV) = -31984.0923
- strongest force on any atom (eV/Å) = 3.1
- highest occupied orbital energy (eV) = -10.09

```
! RIJCOSX wB97M-V def2-TZVPD def2/J DEFGRID3
* xyz 1 1
H 6.4867 0.2110 0.4712
C -3.4569 1.1213 -2.8856
C 4.3039 0.2785 2.0591
H 4.6625 1.3853 -0.4630
C -4.1398 3.3987 -2.0085
C 2.2798 -1.7566 0.6876
H -3.0978 1.8542 -0.0217
C -2.3912 -0.6377 0.6399
H 0.5356 3.8057 -0.8871
H 6.3386 -1.3209 1.3232
H -1.6953 4.1739 -1.2187
C -2.9497 -0.3841 1.8873
H -2.4705 0.3687 2.5199
H 0.0941 -3.2057 1.6723
H -1.9403 3.8938 0.4952
C -0.0876 3.0483 -0.3998
H -2.6041 0.5671 -3.3081
H 6.1025 -1.2441 -0.4487
C 4.2024 -2.9008 0.6767
H -4.0892 1.4165 -3.7309
H -0.8568 0.7886 1.1409
H -2.3328 -1.9857 -1.0762
C 3.9904 0.5176 -0.4164
H -0.1984 -1.6361 -0.5978
C 3.2019 -3.7974 0.7501
H 0.8606 1.1279 -0.8646
H -1.5072 0.4042 -1.6382
O 1.4225 0.3048 1.5592
H 0.2137 -3.8336 0.0030
H 3.2593 0.5572 2.2351
C 4.4629 -0.3927 0.7031
H -2.2056 2.8597 -2.7749
C 5.9258 -0.7295 0.5002
H -4.3407 -3.2731 -0.3101
H 5.2677 -3.0538 0.6174
H 0.9316 -4.7426 1.3475
H 4.9221 1.1864 2.0769
C -4.5653 -2.1430 1.5343
C 1.2210 -0.7055 0.8080
N -1.2753 1.0317 -0.8741
C -2.3645 2.1472 -0.7913
C -1.1212 0.1302 0.3143
C -3.9665 -2.4394 0.2960
N 3.6418 -1.6442 0.6654
H -4.4405 -0.9373 3.3441
N 2.0202 -3.0857 0.7958
C -2.8585 -1.6890 -0.1512
H -4.0467 0.4566 -2.2377
C -0.0089 -0.8255 0.1114
C -4.0339 -1.1362 2.3434
H -3.7706 4.3797 -1.6866
H 2.9728 0.8792 -0.2297
H 0.2729 2.9198 0.6338
H -5.4074 -2.7382 1.8810
H 4.0386 -0.0170 -1.3751
H 3.2497 -4.8674 0.7759
C 0.0211 1.7462 -1.1837
H -4.8813 3.0536 -1.2731
H 4.6514 -0.3890 2.8570
C -1.5707 3.4232 -0.4259
H -4.6545 3.5443 -2.9657
C -3.0034 2.3888 -2.1650
H 0.0420 1.8788 -2.2780
C 0.7367 -3.7367 0.9614
*
```

***

4.
# C20H37ClFINO5PS2

A cluster of 3 separate species, C20H37ClFINO5PS2 in total at a distorted geometry (wB97M-V/def2-TZVPD, OMol25).

Results
- SMILES string = CC[C@H](Cl)[C@]1(I)[C@H](C[C@H](C)F)C(=O)N[C@@H]1P(C)C.O=S1(=O)CCCC1.O=S1(=O)CCCC1
- LUMO energy (Eh) = 0.0096
- E (eV) = -87365.9114
- strongest force on any atom (eV/Å) = 3.4
- highest occupied orbital energy (eV) = -7.61

```
! RIJCOSX wB97M-V def2-TZVPD def2/J DEFGRID3
* xyz 0 1
C 1.2038 -0.5725 3.4002
H 5.0987 -4.2626 0.1555
H -2.9133 -0.2542 2.3653
C -3.3274 0.7424 2.2301
H 2.3518 0.5701 5.6464
H -3.6294 2.4304 -4.3225
H -5.8194 -0.4633 1.4387
C -2.9900 1.1701 -2.7678
C -3.9810 3.6327 -2.6134
H -3.2612 5.6674 -2.5989
H 0.4167 0.4588 -0.1526
H -6.3828 1.0180 0.7159
H 3.1038 -0.9157 6.2105
H 1.0274 1.1760 -1.6833
P -4.0051 1.0084 0.5320
H 5.3888 -5.2131 -2.3379
O 2.7593 -5.4825 -2.3670
O 2.7566 -3.1522 -3.3096
C -3.1501 4.7690 -2.0063
C -3.1580 2.5702 -3.3579
H -2.3197 -0.7489 -0.1104
O 3.1800 -1.5142 1.9426
H -2.0962 4.5188 -2.0045
C 4.7836 -3.3454 -0.3479
H -4.6109 4.1144 -3.3552
C 0.4620 1.3375 -0.7858
F -4.8297 3.1216 -1.6672
H 4.9372 -2.5218 0.3462
H 1.1440 2.3186 1.0564
C -5.6721 0.2125 0.5981
H 0.6042 -1.2030 2.7470
H 1.1831 3.3771 -0.4076
H 4.4214 -1.1334 4.2167
H -2.6093 0.6231 -3.6180
C 3.7306 -0.2921 4.2210
H 2.8303 -2.4778 -0.7821
O 2.8679 0.9741 2.0520
C 3.3088 -3.4546 -0.7462
H 2.7547 -4.1129 -0.0824
H -4.1157 0.8612 2.9666
N -3.7160 -0.6615 -1.5916
Cl -1.5616 2.8115 0.2650
C 5.0633 -4.2103 -2.6135
H 0.6251 -1.1569 5.4127
H -2.5652 1.4760 2.4376
C 5.5962 -3.1660 -1.6368
C 1.2969 2.3766 -0.0051
H 4.2845 0.6411 4.2842
H -3.4962 4.9855 -1.0053
H 1.7672 -2.2523 4.6321
H -4.3857 -1.3155 -1.2087
S 3.2862 -4.1416 -2.4053
H 0.7373 0.4069 3.5086
C -0.9493 1.8573 -1.1283
I -0.8110 -0.8572 -2.5596
C 1.4947 -1.2021 4.7588
H 5.4337 -2.1635 -2.0391
H -2.1945 3.0104 -3.5821
C -1.9591 0.8184 -1.6134
H -5.9605 -0.3098 -0.3046
H 2.3310 2.1050 -0.1783
H 6.6646 -3.2899 -1.4636
H 5.3159 -4.0063 -3.6515
H -0.8019 2.5578 -1.9390
O -5.3478 0.4901 -2.7611
C 2.6839 -0.4224 5.3352
C -2.8583 0.0552 -0.6077
S 2.8193 -0.3240 2.6732
C -4.2360 0.3357 -2.4297
*
```

***

5.
# C35H77FN4O6Si

A cluster of 5 separate species, C35H77FN4O6Si in total at a distorted geometry (wB97M-V/def2-TZVPD, OMol25).

Results
- SMILES string = CCCCCCCCCCCCC[Si@@](CCCCO)(OCCCC)[C@H](C)F.CN(C)C=O.CN(C)C=O.CN(C)C=O.CN(C)C=O
- LUMO energy (Eh) = 0.0217
- E (eV) = -66383.9947
- strongest force on any atom (eV/Å) = 2.5
- highest occupied orbital energy (eV) = -8.97

```
! RIJCOSX wB97M-V def2-TZVPD def2/J DEFGRID3
* xyz 0 1
C -1.7442 3.4243 -2.8137
H 0.5076 1.5665 -0.2977
H 5.9828 -9.2771 4.1154
H -6.4112 0.0553 -1.5322
O -1.1691 5.1504 -7.0275
H 3.0941 -1.9965 -0.2622
F -2.1307 4.7257 -2.3720
C -4.7873 1.4969 -1.7273
H 0.5959 4.7223 -0.2502
C 0.7333 -2.8727 0.2923
H -2.7994 8.9356 -6.1360
C 0.8266 -1.5538 1.1445
H 2.7797 -0.5026 -4.3382
H 1.8472 -1.5279 1.5938
C -6.3959 1.2157 0.3026
H -4.9477 -5.2787 2.1188
H 5.3178 0.5474 3.5553
H -0.7603 -0.0011 -1.2001
H 4.0536 -0.9008 -2.4570
H -7.4444 0.8421 0.4113
O -2.4098 -4.7368 1.1876
H -0.2549 1.4257 4.1546
H -2.1807 5.6580 -4.5201
O 6.7574 -5.1464 4.4288
C -3.8589 2.4074 -0.8406
H 7.5465 -8.7118 3.4897
C 2.7053 -2.1469 -1.3003
H 1.4308 -3.6713 0.6418
H 4.0768 -7.6967 3.4582
O 3.5609 -2.8554 3.4587
H -2.5395 -0.7844 -3.3093
N -2.3621 6.8997 -6.1837
H 0.3017 5.9184 2.5015
H -5.5470 2.1549 -2.2214
H -2.0622 0.8400 -3.8608
C 6.4669 -8.5801 3.4276
H 7.3246 -1.0055 3.9023
H -6.4548 2.2966 0.0290
C 6.8295 -1.4334 3.0275
N 5.4064 -1.5270 3.2802
H 0.1098 4.5740 -3.1234
Si -2.0003 2.2644 -1.3169
H 0.8781 0.6064 -2.3407
C 0.8868 0.1855 -3.3743
H 4.3894 -6.5091 4.7480
H 2.8406 0.0338 -1.5039
H -1.1410 -0.9461 1.9722
H 7.0013 -0.7884 2.1619
H -0.6356 0.0963 5.2942
C -1.9305 6.0846 -7.1753
H -0.4872 1.4270 1.2790
H -2.3430 6.3485 -8.1626
C -4.6855 -2.0763 1.9795
H -2.3232 3.1235 -3.7153
H -3.5351 8.0500 -7.4892
H -4.9965 -0.3508 -0.4865
C -5.6319 0.4829 -0.8589
H 2.0109 2.7501 0.9217
C -2.9669 -3.6606 1.2370
C 4.6901 -6.8483 3.7553
H 8.0455 -6.6781 4.1129
H 3.8700 -0.1909 2.8242
C 2.9802 -0.8519 -2.1649
H -0.8046 6.7351 -4.8073
H 0.3527 2.9719 -2.3652
H -3.9257 -4.8123 3.4892
C 0.7887 4.5641 0.8292
H -0.9335 5.9698 1.2119
C -0.1939 3.5051 -3.1733
C -4.6621 -4.4498 2.7694
H 1.2030 0.0506 2.9752
H 7.2505 -2.4179 2.8275
C -1.7515 0.0028 -3.1981
C 0.9771 3.0509 1.2249
H -5.7149 -2.1553 1.6197
C -1.8940 6.6620 -4.8296
H -0.8414 4.5588 2.3729
C 4.7509 -2.7124 3.2547
H -4.1843 7.8507 -5.8473
C -0.2131 -1.4612 2.3295
N -4.0747 -3.3902 1.9708
H -0.0600 3.0580 -4.1760
C 1.1680 -2.4830 -1.1818
H -5.5393 -4.0817 3.2983
H 6.1401 -8.7924 2.4071
H 0.9918 -1.2537 4.2167
C -0.0686 2.0937 0.4926
H -6.2930 0.6909 2.2100
H 4.1920 -0.4065 4.5538
H 0.5391 -1.6091 -1.4648
H 5.4071 -3.5650 3.0267
O -1.1283 2.9296 0.0015
H -2.3232 7.3908 -4.1450
H 1.8029 -1.8491 -3.7165
C 2.1271 -0.8068 -3.4842
C -1.6840 0.4165 -1.6521
H 0.7599 -0.6587 0.4733
O -5.7287 1.1216 1.5674
C -0.2529 5.2912 1.7687
C 4.6579 -0.3182 3.5702
H -2.5435 -0.1268 -1.1785
H -4.2722 0.9511 -2.5477
N 6.0939 -7.2246 3.7779
C 7.0128 -6.2944 4.1265
H 4.5444 -6.0273 3.0509
C 0.4575 -0.5973 3.4926
H -3.9069 2.0976 0.2303
H 1.0863 0.9947 -4.1139
H -0.4706 -0.6826 -4.8386
H -0.3695 -1.6780 -3.3669
H -2.6016 -2.7892 0.6687
C -0.5740 0.3561 4.2119
H -1.5912 0.3203 3.7507
H -4.1211 3.4859 -0.9735
H 1.7764 5.0519 1.0387
H -0.3164 -3.2377 0.2221
C -3.2737 7.9973 -6.4329
H -0.5156 -2.4694 2.6921
H -4.1360 -1.3914 1.3362
C -0.4069 -0.6248 -3.7208
H 0.9202 -3.3063 -1.8977
H 3.2612 -3.0142 -1.7262
H 0.8836 2.9997 2.3334
H -4.6856 -1.6842 2.9996
*
```

***

6.
# C5H14NO3P

The molecule C5H14NO3P at a distorted geometry (wB97M-V/def2-TZVPD, OMol25).

Results
- relative energy (zero: lowest compared OMol25 entry of this formula, charge and spin) (kcal/mol) = 60.96
- SMILES string = CCOP(O)(=NC)OCC
- LUMO energy (Eh) = 0.0266
- E (eV) = -22332.4875
- strongest force on any atom (eV/Å) = 5.0
- highest occupied orbital energy (eV) = -9.45

```
! RIJCOSX wB97M-V def2-TZVPD def2/J DEFGRID3
* xyz 0 1
H 2.3902 -0.7343 -1.6487
O -1.7611 0.6128 -0.0423
H 3.5463 -1.3932 -0.6159
H -0.9762 0.7469 -2.3807
C -1.3860 1.7590 -0.6357
H -0.9533 2.6213 -2.5566
H -2.5283 1.6830 -2.5389
O -0.9355 -1.5244 -1.1002
C 1.9764 -0.4825 0.4375
O 0.7967 0.1984 0.0888
H -1.8180 -0.1919 3.0225
H -0.3125 -2.1709 -1.0900
H -1.2815 -1.8705 3.6337
H 3.5448 0.2757 -0.6914
C -1.5132 1.7883 -2.1619
H -2.0985 2.5219 -0.1824
H -0.4010 2.0861 -0.2834
P -0.9052 -0.7008 0.2976
H 2.4424 0.0571 1.2110
H 1.8796 -1.4938 0.9041
H -0.1422 -0.5028 2.8678
C -1.1757 -1.0655 2.7902
C 2.9108 -0.5892 -0.7723
N -1.2990 -1.6307 1.4471
*
```

***

- Among the records above, which one has the lowest E?
  C20H37ClFINO5PS2